Entry from the OMol25 dataset: C24H45DyIP2 as an isolated structure at a distorted geometry (wB97M-V/def2-TZVPD).

Element x y z (Å)
Dy (-0.65, -0.20, 0.38)
C (-0.26, -2.62, 1.06)
C (0.93, -1.91, 1.43)
C (-0.81, -1.11, 2.75)
C (-1.33, -2.16, 1.91)
C (0.59, -0.97, 2.47)
C (-0.33, -3.74, 0.08)
H (0.33, -3.58, -0.78)
H (-1.34, -3.87, -0.33)
H (-0.05, -4.71, 0.51)
C (-2.65, -2.82, 2.10)
H (-2.84, -3.57, 1.33)
H (-3.47, -2.10, 2.07)
H (-2.70, -3.32, 3.08)
C (-1.55, -0.40, 3.83)
H (-1.35, -0.84, 4.82)
H (-2.63, -0.44, 3.66)
H (-1.27, 0.66, 3.90)
C (1.56, -0.18, 3.27)
H (2.00, -0.77, 4.10)
H (1.09, 0.71, 3.73)
H (2.40, 0.19, 2.67)
C (2.31, -2.25, 1.01)
H (2.68, -3.18, 1.49)
H (3.02, -1.45, 1.26)
H (2.37, -2.40, -0.08)
C (1.26, 0.82, -2.37)
C (1.78, -0.40, -2.14)
C (3.23, -0.70, -2.39)
C (4.31, -0.11, -1.41)
C (3.83, 0.80, -0.29)
C (3.33, 2.02, -0.54)
C (3.22, 2.56, -1.96)
C (2.11, 1.95, -2.89)
H (3.53, -0.36, -3.41)
H (5.02, 0.44, -2.04)
H (3.36, -1.80, -2.40)
H (2.63, 1.64, -3.82)
H (0.18, 1.02, -2.33)
H (1.15, -1.28, -1.91)
H (1.44, 2.78, -3.20)
H (3.04, 3.64, -1.88)
H (3.04, 2.71, 0.26)
H (4.18, 2.42, -2.48)
H (4.85, -0.95, -0.96)
H (4.00, 0.44, 0.74)
P (-2.49, -1.02, -1.74)
C (-3.86, -2.20, -1.37)
H (-4.50, -2.32, -2.26)
H (-4.49, -1.86, -0.54)
H (-3.45, -3.18, -1.10)
C (-3.38, 0.35, -2.59)
H (-4.12, -0.05, -3.31)
H (-2.66, 0.98, -3.12)
H (-3.91, 0.99, -1.87)
C (-1.72, -1.88, -3.16)
H (-1.03, -1.20, -3.67)
H (-2.49, -2.22, -3.87)
H (-1.14, -2.74, -2.81)
P (-1.01, 2.63, 1.06)
C (0.33, 3.16, 2.21)
H (0.55, 4.23, 2.09)
H (1.24, 2.59, 2.01)
H (0.02, 2.95, 3.25)
C (-0.81, 3.75, -0.39)
H (0.25, 3.83, -0.65)
H (-1.23, 4.75, -0.18)
H (-1.34, 3.32, -1.25)
C (-2.46, 3.41, 1.89)
H (-2.28, 4.46, 2.16)
H (-2.73, 2.85, 2.79)
H (-3.33, 3.37, 1.23)
I (-3.48, 0.48, 0.88)

The charge is +1. Its molar mass is 684.98 g mol⁻¹. The lowest unoccupied orbital energy (alpha / beta) is -2.75 / -2.58 eV. The multiplicity is 6.